Record 1
{
  "formula": "C5H11N4O",
  "method": "ωB97M-V with the def2-TZVPD basis set",
  "max_force_ha_per_bohr": 0.09221,
  "homo_lumo_gap_ev": [5.594, 9.823],
  "multiplicity": 3,
  "charge": 1,
  "e_homo_ev": [-8.88, -15.01],
  "relative_energy_ev": 0.7718,
  "lumo_ha": [-0.121, -0.191],
  "elements": ["C", "C", "C", "C", "C", "N", "N", "N", "N", "O", "H", "H", "H", "H", "H", "H", "H", "H", "H", "H", "H"],
  "positions_angstrom": [[1.61848, 1.02617, -0.20298], [-1.35657, 0.31054, -0.33768], [0.47985, 2.06449, -0.15103], [0.72355, -0.92970, -0.19973], [0.45152, -1.20768, 1.26701], [-0.78439, 1.33276, 0.34485], [-0.55021, -0.66244, -0.79298], [-2.61500, 0.12345, -0.34401], [1.55488, -1.74189, -0.87357], [2.80401, 1.13290, -0.31121], [0.70292, 2.66844, 0.67295], [0.28889, 2.70345, -0.99571], [0.88791, -2.13337, 1.53793], [-0.61276, -1.36714, 1.33446], [0.70959, -0.44383, 2.17105], [-1.49124, 1.96420, 0.76895], [-0.95059, -1.42084, -1.31483], [-3.21946, 0.57345, 0.31919], [-2.93875, -0.68285, -0.67758], [1.83101, -1.43651, -1.76021], [2.46636, -1.87361, -0.45487]],
  "forces_ev_per_angstrom": [[-1.3, 1.6, 3.0], [4.5, 0.4, 1.3], [-0.8, -3.2, -0.1], [-1.4, 1.1, 1.4], [0.7, 1.8, 2.2], [-0.5, 1.1, -0.9], [0.7, 0.5, -1.6], [-2.3, 3.0, 1.4], [0.9, -0.7, 0.3], [0.6, -0.4, -1.4], [0.7, 1.0, 1.1], [-0.3, 0.1, -0.9], [0.7, -0.9, 0.3], [-0.3, -0.1, 0.3], [-0.2, -1.4, -2.7], [0.9, -0.5, -0.5], [-0.2, -0.2, -0.4], [-0.2, 0.5, -0.2], [-1.7, -3.9, -1.5], [-0.3, 0.6, -2.1], [-0.2, -0.4, 0.9]],
  "nbo_charge": [0.327, 0.677, -0.280, 0.386, -0.676, -0.568, -0.604, -0.721, -0.746, -0.449, 0.247, 0.204, 0.246, 0.209, 0.271, 0.412, 0.417, 0.428, 0.404, 0.399, 0.417]
}

=====

Record 2
{
  "formula": "C5H11N4S",
  "method": "ωB97M-V with the def2-TZVPD basis set",
  "max_force_ha_per_bohr": 0.13293,
  "homo_lumo_gap_ev": [6.925, 6.926],
  "charge": 1,
  "e_homo_ev": [-10.96, -10.96],
  "relative_energy_ev": 5.3996,
  "lumo_ha": [-0.148, -0.148],
  "elements": ["C", "C", "C", "C", "C", "N", "N", "N", "N", "S", "H", "H", "H", "H", "H", "H", "H", "H", "H", "H", "H"],
  "positions_angstrom": [[-0.57102, 1.08030, -0.54521], [1.11253, -0.62918, 1.72815], [-1.88022, -0.14239, 2.09170], [1.10343, -0.20081, 0.27456], [0.30150, -1.06556, -0.77212], [0.39816, 1.11694, 0.40153], [-0.65623, -0.06493, -1.26833], [-1.26376, 2.19336, -0.81561], [1.33388, -1.24465, -1.97985], [-0.32605, 0.49213, 2.27387], [0.83341, -1.59721, 2.01198], [1.98938, -0.38930, 2.22389], [-2.63004, 0.41802, 2.66670], [-1.97055, -1.20588, 1.98028], [2.14752, 0.18773, -0.20417], [-1.27139, -0.28765, -2.04950], [-1.04727, 3.01053, -0.29768], [-2.14384, 2.06815, -1.28557], [1.43705, -0.27750, -2.30806], [0.90275, -1.78453, -2.59353], [2.20075, -1.67756, -1.53302]],
  "forces_ev_per_angstrom": [[1.4, 0.7, -0.7], [-2.3, 0.6, -1.1], [2.9, 0.4, 1.7], [1.0, 1.5, -2.1], [0.5, -0.4, 0.8], [-1.1, -1.0, -1.3], [0.7, 0.3, 0.8], [-0.6, -1.6, -0.2], [2.3, 3.4, 5.5], [-1.8, 0.1, -0.3], [-0.3, -1.7, -0.2], [1.5, 1.0, 1.3], [0.4, -0.2, -0.4], [-0.3, -0.2, -0.8], [-1.6, -1.6, 1.5], [-0.1, 0.5, 0.7], [-0.1, 0.6, 0.4], [-0.1, 0.5, -0.1], [0.8, -0.4, -0.5], [-1.9, -3.3, -3.7], [-1.4, 0.8, -1.3]],
  "nbo_charge": [0.627, -0.475, -0.706, -0.150, -0.126, -0.598, -0.634, -0.755, -0.717, 0.802, 0.249, 0.249, 0.256, 0.243, 0.198, 0.432, 0.430, 0.412, 0.405, 0.412, 0.446]
}

=====

Record 3
{
  "formula": "C5H11N5O2S",
  "method": "ωB97M-V with the def2-TZVPD basis set",
  "max_force_ha_per_bohr": 0.10903,
  "homo_lumo_gap_ev": 8.822,
  "charge": 0,
  "smiles": "CN1N2CCCN2C(N)=NS1(=O)=O",
  "e_homo_ev": -8.26,
  "relative_energy_ev": 4.3986,
  "lumo_ha": 0.021,
  "elements": ["C", "N", "N", "C", "C", "C", "N", "C", "N", "N", "S", "O", "O", "H", "H", "H", "H", "H", "H", "H", "H", "H", "H", "H"],
  "positions_angstrom": [[2.36621, 1.38232, -0.86613], [0.89071, 1.20754, -1.09166], [0.44815, 0.64911, 0.14956], [0.97276, -0.70581, 0.48107], [-0.14382, -1.50499, 1.12964], [-1.40340, -0.90885, 0.47475], [-0.94240, 0.39334, 0.07478], [-1.72210, 1.39018, -0.24283], [-3.07583, 0.97032, -0.25383], [-1.41608, 2.55598, -0.68578], [0.07189, 3.15512, -0.74705], [0.46215, 3.58319, 0.54724], [0.16401, 3.99689, -1.89936], [2.72750, 0.43990, -0.70371], [2.70036, 1.74575, -1.83486], [2.68768, 2.16221, -0.26577], [1.87475, -0.40927, 1.02962], [1.39338, -1.31957, -0.27185], [-0.33983, -1.21723, 2.25115], [0.12103, -2.47319, 1.03516], [-1.76876, -1.30284, -0.55665], [-2.36945, -0.97712, 0.99801], [-3.64243, 1.79966, -0.14279], [-3.32907, 0.61814, -1.16480]],
  "forces_ev_per_angstrom": [[-2.3, 1.3, -3.6], [0.2, 2.6, 1.3], [-0.9, -1.5, 0.2], [1.4, 1.5, 1.3], [-1.3, 4.8, 2.6], [-0.8, -1.9, -3.1], [0.4, 1.4, 0.8], [-1.2, -0.7, -1.0], [-0.6, 0.8, 0.3], [-0.1, 1.4, 0.0], [-0.9, -3.1, -1.0], [1.0, 0.5, 0.7], [0.6, -0.3, 0.2], [1.5, -2.1, 0.7], [0.3, -0.4, -0.4], [0.2, 1.1, 2.2], [-0.4, -0.9, 0.9], [-0.1, -0.2, -1.9], [1.0, -0.7, -1.9], [0.0, -3.4, -0.3], [1.1, -0.6, 1.5], [0.9, 0.7, 0.5], [-0.1, 0.2, 0.1], [0.1, -0.3, -0.3]],
  "nbo_charge": [-0.456, -0.396, -0.142, -0.256, -0.414, -0.223, -0.252, 0.627, -0.847, -0.860, 2.300, -0.899, -0.881, 0.190, 0.215, 0.211, 0.224, 0.193, 0.216, 0.228, 0.194, 0.255, 0.390, 0.383]
}

=====

Record 4
{
  "formula": "C5H11N5O2S2",
  "method": "ωB97M-V with the def2-TZVPD basis set",
  "max_force_ha_per_bohr": 0.07103,
  "homo_lumo_gap_ev": 9.088,
  "charge": 0,
  "smiles": "CN(C)c1nnc([C@@H](N)S(N)(=O)=O)s1",
  "e_homo_ev": -8.47,
  "relative_energy_ev": 0.0000,
  "lumo_ha": 0.023,
  "elements": ["C", "N", "C", "C", "N", "N", "C", "C", "N", "S", "N", "O", "O", "S", "H", "H", "H", "H", "H", "H", "H", "H", "H", "H", "H"],
  "positions_angstrom": [[3.69723, -1.04680, 0.51483], [2.90912, 0.19503, 0.32310], [3.39793, 1.37250, 0.95032], [1.56516, -0.04878, 0.16870], [1.14557, -1.25028, -0.05984], [-0.08712, -1.28547, -0.49817], [-0.71752, -0.18938, -0.65937], [-2.16803, -0.24622, -1.16256], [-2.62627, -1.56959, -1.41865], [-2.91942, 0.78709, 0.25226], [-4.57216, 0.55712, 0.09916], [-2.76685, 2.14085, -0.10397], [-2.41452, 0.29365, 1.48622], [0.35505, 1.21584, -0.21911], [3.71545, -1.44077, 1.58989], [3.19837, -1.76229, -0.11613], [4.67167, -0.80407, 0.23146], [2.88818, 2.32168, 0.52243], [3.24428, 1.21046, 1.96744], [4.58339, 1.56743, 0.80604], [-2.32158, 0.32337, -2.08286], [-2.45835, -1.70100, -2.45383], [-2.09955, -2.27856, -0.89834], [-5.14943, 0.25651, 0.84223], [-5.07058, 1.38168, -0.08126]],
  "forces_ev_per_angstrom": [[-1.6, 0.4, 1.5], [-0.2, -1.5, -0.3], [1.9, 2.4, -1.9], [0.5, 1.6, -1.2], [1.0, -0.2, 0.8], [-2.1, -1.0, -0.7], [1.2, 0.7, -0.4], [0.9, 1.0, 1.1], [0.1, -0.1, -1.3], [-2.4, -1.9, -0.8], [0.5, -0.8, -0.2], [1.0, 2.0, -0.7], [-0.1, -0.5, 0.5], [-0.2, -1.5, 0.1], [-0.3, 0.6, -1.2], [0.5, -0.5, -0.1], [1.7, 0.1, -0.6], [0.7, -1.6, 1.0], [-0.2, 0.7, 2.2], [-2.8, -0.8, 0.0], [0.0, 0.4, 0.5], [-0.4, -0.3, 1.8], [-0.1, 0.5, -0.3], [0.4, -1.6, 1.4], [0.1, 1.9, -1.2]],
  "nbo_charge": [-0.410, -0.429, -0.402, 0.270, -0.357, -0.266, 0.020, -0.270, -0.804, 2.266, -1.081, -0.958, -0.922, 0.296, 0.185, 0.248, 0.196, 0.217, 0.190, 0.209, 0.235, 0.375, 0.400, 0.398, 0.394]
}

=====

Record 5
{
  "formula": "C5H11NO",
  "method": "ωB97M-V with the def2-TZVPD basis set",
  "max_force_ha_per_bohr": 0.07661,
  "homo_lumo_gap_ev": [2.928, 9.624],
  "multiplicity": 2,
  "charge": -1,
  "e_homo_ev": [1.15, -5.70],
  "relative_energy_ev": 1.5502,
  "lumo_ha": [0.150, 0.144],
  "elements": ["C", "C", "C", "N", "C", "C", "O", "H", "H", "H", "H", "H", "H", "H", "H", "H", "H", "H"],
  "positions_angstrom": [[-0.91706, 1.15928, -0.42800], [-0.19618, 1.78278, -1.69904], [-0.56704, -0.33297, -0.30401], [0.53722, -0.45546, 0.49117], [0.73024, -1.73725, 1.19368], [1.24829, 0.61157, 1.14080], [-1.28250, -1.32478, -0.59670], [-0.59359, 1.70334, 0.43833], [-1.97383, 1.22052, -0.51944], [0.14522, 2.82446, -1.60216], [-0.83142, 1.61052, -2.59507], [0.68418, 1.09259, -1.81484], [0.53763, -2.61850, 0.52682], [0.30661, -1.90672, 2.24788], [1.83647, -1.94614, 1.19573], [2.03444, 0.33968, 1.98747], [0.63420, 1.32682, 1.62827], [1.92999, 1.23939, 0.42194]],
  "forces_ev_per_angstrom": [[0.5, -0.1, -2.3], [0.1, -1.9, 0.3], [-1.2, -0.3, 1.7], [0.0, -2.3, 1.6], [1.9, -2.1, -0.9], [3.7, 1.4, 0.1], [1.3, 2.3, -0.1], [-0.1, 0.0, 0.3], [-1.0, 0.2, -0.1], [-0.3, -0.4, 0.0], [0.4, 0.4, 0.5], [-0.4, 1.1, -0.3], [-1.1, 0.9, 0.5], [0.3, 0.8, -1.7], [-0.7, 0.8, 0.8], [-1.8, -0.3, -1.9], [-0.7, 0.6, 0.6], [-1.2, -1.0, 0.8]],
  "nbo_charge": [-0.540, -0.659, 0.679, -0.475, -0.502, -1.024, -0.664, 0.221, 0.213, 0.206, 0.198, 0.207, 0.217, 0.198, 0.194, 0.197, 0.172, 0.161]
}

=====

Record 6
{
  "formula": "C5H11NO",
  "method": "ωB97M-V with the def2-TZVPD basis set",
  "max_force_ha_per_bohr": 0.02126,
  "homo_lumo_gap_ev": [3.538, 7.020],
  "multiplicity": 2,
  "charge": -1,
  "e_homo_ev": [0.42, -3.12],
  "relative_energy_ev": 0.4486,
  "lumo_ha": [0.145, 0.143],
  "elements": ["O", "C", "C", "C", "C", "C", "N", "H", "H", "H", "H", "H", "H", "H", "H", "H", "H", "H"],
  "positions_angstrom": [[-0.79042, 0.20934, -2.84763], [-0.77427, -0.47347, -1.74985], [0.13688, -0.08641, -0.56794], [-0.63839, 0.04001, 0.74098], [0.22086, 0.25393, 2.02129], [0.81193, -1.04460, 2.52266], [0.85479, 1.14898, -0.80813], [-1.17705, -1.47616, -1.69170], [0.87263, -0.90093, -0.43739], [-1.23848, -0.85654, 0.93732], [-1.38002, 0.83313, 0.62196], [1.01506, 0.96121, 1.80315], [-0.44817, 0.77112, 2.72106], [1.57865, -0.93338, 3.29381], [0.05575, -1.74654, 2.88691], [1.28837, -1.57014, 1.68253], [1.21191, 1.15841, -1.75174], [0.21188, 1.92554, -0.71537]],
  "forces_ev_per_angstrom": [[0.3, -0.2, 0.0], [0.0, 1.0, 0.4], [-0.6, -0.5, -0.6], [0.2, -0.3, 0.7], [-0.7, 0.5, -0.7], [0.2, -0.6, -0.2], [0.7, 0.3, 0.7], [-0.2, -0.7, -0.1], [0.2, 0.1, 0.1], [0.0, -0.1, -0.4], [0.1, 0.2, 0.0], [0.2, 0.1, -0.1], [0.3, -0.4, 0.4], [-0.1, 0.1, 0.1], [-0.1, 0.2, 0.1], [0.0, 0.2, 0.1], [-0.3, 0.0, -0.3], [-0.1, 0.0, -0.3]],
  "nbo_charge": [-0.798, -0.027, -0.133, -0.422, -0.417, -0.610, -0.862, 0.065, 0.140, 0.188, 0.189, 0.210, 0.180, 0.189, 0.188, 0.208, 0.371, 0.343]
}